{
  "formula": "C19H40FeGeN5",
  "method": "ωB97M-V/def2-TZVPD",
  "homo_lumo_gap_ev": [4.57, 5.12],
  "e_above_lowest_kcal_mol": 17.9,
  "total_charge": -1,
  "spin_multiplicity": 5,
  "homo_ev": [-1.90, -2.45],
  "elements": ["Fe", "N", "C", "C", "N", "C", "C", "N", "C", "C", "N", "H", "H", "H", "H", "H", "H", "H", "H", "H", "H", "H", "H", "H", "H", "H", "H", "H", "H", "C", "N", "C", "C", "C", "C", "C", "C", "C", "C", "H", "H", "H", "H", "H", "H", "H", "H", "H", "H", "H", "H", "C", "Ge", "C", "C", "C", "H", "H", "H", "H", "H", "H", "H", "H", "H", "H"],
  "coordinates": [[0.259061, 0.408260, -0.545014], [-2.963156, -1.483538, -0.459881], [-3.104402, -1.390234, 0.979887], [-1.848623, -1.607111, 1.822815], [-0.936912, -0.466848, 1.956892], [-1.630763, 0.655565, 2.612918], [-2.034567, 1.826023, 1.728406], [-0.931789, 2.541719, 1.110566], [0.220433, -0.903573, 2.727879], [1.310977, 0.139242, 2.871792], [1.684966, 0.703191, 1.579879], [-2.394235, -0.712315, -0.846231], [-2.498415, -2.346174, -0.716922], [-3.823315, -2.145638, 1.313277], [-3.554345, -0.426699, 1.221129], [-1.291102, -2.438268, 1.391163], [-2.166194, -1.928892, 2.833983], [-0.994847, 1.063129, 3.402921], [-2.527871, 0.270173, 3.120349], [-2.599636, 2.505612, 2.381474], [-2.720055, 1.498238, 0.947162], [-0.056759, 2.353804, 1.584104], [-0.804695, 2.245589, 0.142465], [0.639231, -1.779504, 2.224519], [-0.069638, -1.236923, 3.742276], [2.141737, -0.343487, 3.405092], [0.970214, 0.953667, 3.513626], [2.113015, 0.040323, 0.938715], [2.336271, 1.472431, 1.667269], [0.335145, -1.980782, -2.790540], [0.878098, -1.951484, -1.431659], [0.454575, -3.139418, -0.713622], [2.342179, -1.893915, -1.508224], [2.829103, -0.532218, -1.950872], [3.839700, -0.458875, -2.907390], [4.328667, 0.776637, -3.307664], [3.793417, 1.925808, -2.741130], [2.775364, 1.827984, -1.798099], [2.249162, 0.603740, -1.358890], [0.671071, -2.888972, -3.318243], [0.671769, -1.103669, -3.338333], [-0.752181, -1.955608, -2.763174], [0.786446, -4.063227, -1.217089], [-0.632038, -3.163851, -0.650834], [0.867817, -3.138954, 0.296586], [2.692197, -2.674803, -2.204750], [2.752720, -2.139762, -0.522566], [4.227819, -1.367183, -3.362369], [5.102214, 0.842365, -4.064148], [4.162404, 2.899736, -3.045955], [2.369934, 2.751727, -1.391400], [-1.274089, 4.093926, -3.019689], [-2.229547, 2.485521, -2.331229], [-3.378354, 1.991228, -3.872083], [-3.503074, 3.249785, -1.019866], [-1.123501, 1.097452, -1.717288], [-1.950304, 4.774597, -3.548489], [-0.480105, 3.782397, -3.702924], [-0.808955, 4.633252, -2.190209], [-3.987435, 2.843587, -4.189075], [-4.037692, 1.160283, -3.611555], [-2.754331, 1.679211, -4.714092], [-4.067294, 4.060989, -1.489923], [-2.976482, 3.651247, -0.152998], [-4.213708, 2.494873, -0.671594], [-0.654395, 0.713514, -2.646329]],
  "forces_ev_per_a": [[0.1, 0.1, -0.3], [0.1, 0.2, -0.1], [0.0, -0.1, -0.1], [0.0, 0.0, 0.1], [-0.1, 0.1, -0.1], [0.0, -0.1, 0.1], [0.0, 0.0, -0.1], [0.0, 0.2, 0.4], [0.0, 0.0, 0.0], [0.3, 0.1, -0.1], [-0.1, -0.2, 0.3], [-0.1, 0.1, 0.0], [-0.1, 0.0, 0.0], [-0.1, 0.0, 0.0], [0.0, 0.0, 0.0], [0.1, -0.1, 0.0], [0.0, 0.0, 0.0], [0.0, -0.1, 0.0], [0.0, 0.0, 0.1], [-0.1, 0.0, 0.0], [0.1, 0.0, -0.1], [-0.1, 0.0, 0.0], [-0.2, 0.1, -0.3], [0.0, 0.0, 0.0], [0.0, 0.0, 0.0], [0.0, 0.0, 0.0], [0.0, 0.0, 0.0], [0.1, 0.0, 0.1], [0.0, 0.0, -0.1], [-0.1, 0.1, 0.1], [0.0, 0.0, 0.0], [0.0, 0.0, -0.1], [-0.1, 0.0, -0.2], [0.2, 0.0, 0.0], [-0.1, 0.0, 0.0], [0.0, 0.0, 0.0], [0.0, 0.0, 0.0], [0.1, 0.0, 0.2], [-0.1, -0.3, -0.2], [0.0, 0.0, 0.0], [0.0, 0.0, 0.0], [-0.1, 0.0, 0.1], [0.0, 0.0, 0.0], [0.0, 0.0, 0.0], [0.0, 0.0, 0.0], [0.1, 0.0, 0.1], [-0.1, 0.0, 0.1], [0.0, 0.0, 0.0], [0.0, 0.0, 0.0], [0.0, 0.0, 0.0], [-0.1, 0.0, -0.1], [0.0, 0.0, 0.0], [-0.1, 0.1, 0.1], [0.0, 0.0, -0.1], [-0.1, 0.0, 0.0], [0.0, -0.4, 0.2], [0.0, 0.0, 0.0], [0.0, 0.0, 0.0], [0.0, 0.0, 0.0], [0.0, 0.0, 0.0], [0.0, 0.0, 0.0], [0.0, 0.0, 0.0], [0.0, 0.0, 0.0], [0.0, 0.0, 0.0], [0.0, 0.0, 0.0], [0.0, 0.0, -0.1]],
  "nbo_charge": [1.187, -0.874, -0.226, -0.222, -0.469, -0.237, -0.230, -0.874, -0.215, -0.223, -0.874, 0.424, 0.326, 0.174, 0.194, 0.190, 0.148, 0.180, 0.178, 0.168, 0.215, 0.348, 0.394, 0.192, 0.164, 0.170, 0.184, 0.392, 0.381, -0.423, -0.463, -0.401, -0.237, -0.101, -0.235, -0.251, -0.255, -0.173, -0.501, 0.154, 0.230, 0.219, 0.160, 0.197, 0.188, 0.162, 0.185, 0.185, 0.192, 0.192, 0.182, -1.100, 1.638, -1.092, -1.104, -1.793, 0.197, 0.215, 0.213, 0.200, 0.216, 0.210, 0.206, 0.226, 0.209, 0.186]
}